Here is a 9-piece molecular cluster, C22H62O9 overall in a non-equilibrium geometry from the OMol25 dataset. Energies are from the ωB97M-V functional and the def2-TZVPD basis.

XYZ file:
```
93
Properties=species:S:1:pos:R:3:forces:R:3:mulliken_charge:R:1
C 3.534829 2.415171 -0.816408 -0.2 -0.4 1.1 -0.451
C 4.837326 3.062300 -1.263642 -0.9 -0.5 -1.1 0.407
C 6.063949 2.291430 -0.822282 -0.4 -0.1 0.7 -1.236
O 4.863045 3.181998 -2.688823 0.2 0.8 -0.5 -0.586
H 3.544131 2.310603 0.274612 0.1 0.0 0.0 -0.155
H 3.388985 1.400980 -1.199631 0.2 0.1 -0.3 0.168
H 2.623658 2.981407 -1.012113 0.2 0.3 -0.4 0.328
H 4.806529 4.100686 -0.928433 0.4 -0.1 0.2 0.259
H 6.957577 2.702216 -1.282770 0.1 0.1 0.2 0.352
H 5.979086 1.239001 -1.104882 -0.1 0.0 -0.2 0.296
H 6.110832 2.297578 0.271932 0.3 0.1 -0.1 0.302
H 4.501304 2.432295 -3.167660 -0.2 -0.3 0.5 0.332
C -2.212489 -1.331494 4.963310 -0.1 -0.3 0.5 -1.352
C -1.608464 0.068479 4.900674 -1.2 -0.4 -0.5 0.963
C -1.427710 0.714874 6.265167 1.4 -0.1 -0.1 -1.451
O -0.424879 0.039605 4.110588 0.3 0.4 0.0 -0.371
H -1.528256 -2.065008 5.407609 0.1 0.2 0.2 0.366
H -2.479488 -1.761312 3.997431 0.0 0.4 -0.2 0.255
H -3.118678 -1.311558 5.574654 0.1 -0.1 0.0 0.406
H -2.318060 0.665301 4.316576 0.2 0.1 0.0 -0.017
H -1.154463 1.768346 6.184879 -0.4 0.1 -0.2 0.347
H -0.525212 0.275624 6.710024 -0.3 -0.2 0.3 0.296
H -2.267592 0.592989 6.942084 -0.1 0.0 -0.1 0.400
H 0.110311 -0.727884 4.338587 0.0 0.0 0.1 0.228
C 1.333555 -5.055727 -3.296172 -0.1 -0.2 -1.0 -1.262
C 2.277705 -3.866740 -3.212911 0.9 -0.3 1.6 0.223
C 1.784072 -2.772222 -2.261001 -0.6 0.4 -1.4 -0.950
O 3.574878 -4.302068 -2.720361 -0.3 -0.1 -0.4 -0.574
H 0.326971 -4.773651 -3.615783 0.0 0.2 0.2 0.315
H 1.254692 -5.647564 -2.384027 0.1 0.2 0.2 0.300
H 1.684713 -5.721077 -4.089723 0.1 -0.1 0.2 0.388
H 2.515685 -3.492091 -4.205478 -0.3 0.2 0.0 0.306
H 0.752444 -2.559250 -2.572937 0.0 0.1 0.5 0.255
H 2.325255 -1.836466 -2.404315 0.2 -0.1 0.0 0.254
H 1.839753 -3.041022 -1.208883 -0.1 -0.3 0.0 0.371
H 3.413962 -4.709483 -1.862375 0.1 0.0 0.0 0.350
C 0.520097 -0.456432 0.711333 -0.5 -0.1 -0.9 -0.614
C -0.756031 0.359882 0.509215 -0.2 -1.0 0.5 1.501
C -2.012855 -0.529462 0.546114 0.4 -0.3 -0.7 -0.982
O -0.911560 1.361894 1.505762 0.3 0.5 -0.3 -0.244
H 0.543912 -1.198164 -0.093752 -0.1 -0.2 0.2 -0.017
H 0.475468 -0.964970 1.673552 0.3 0.0 0.0 0.390
H 1.429630 0.122359 0.548294 0.0 0.2 0.5 0.050
H -0.685986 0.805077 -0.481693 -0.2 0.6 0.2 -0.408
H -2.178926 -1.040169 -0.408892 0.0 0.2 -0.1 0.142
H -2.877040 0.095082 0.764352 -0.1 -0.1 0.2 0.324
H -1.925652 -1.368305 1.239908 0.0 0.3 0.4 0.009
H -0.609202 1.016011 2.358190 0.0 -0.1 0.0 -0.050
C 0.080444 1.570017 -5.234115 -1.0 1.0 -0.7 -1.361
C 0.938416 1.889957 -4.039214 0.6 -0.9 0.0 0.538
C 0.334499 1.357862 -2.750465 0.7 1.4 0.4 -0.798
O 2.220020 1.229693 -4.206762 -0.2 0.2 0.2 -0.538
H -0.785507 2.240530 -5.344365 0.1 0.1 0.5 0.369
H -0.382924 0.584511 -5.209932 0.6 -0.3 -0.2 0.288
H 0.633076 1.803731 -6.149238 0.1 -0.6 -0.1 0.418
H 1.135116 2.967985 -4.003841 -0.2 -0.1 0.3 0.232
H -0.572757 1.938755 -2.567615 -0.4 -0.6 -0.1 0.434
H 0.963792 1.635146 -1.899615 0.2 -0.1 -0.1 -0.067
H 0.248962 0.273959 -2.739527 -0.4 0.0 -0.2 0.166
H 2.572873 1.539995 -5.047558 0.1 -0.1 0.0 0.307
C -2.605348 -5.998319 -1.426993 -1.7 1.1 -0.5 -0.780
C -3.063250 -4.575513 -1.043141 1.4 -0.2 -0.4 -0.297
O -2.085744 -4.063435 -0.103445 -1.1 0.0 0.0 -0.445
H -2.719644 -6.682138 -0.592273 0.5 -0.1 0.0 0.314
H -1.618822 -5.886043 -1.863315 0.3 -0.4 0.4 0.069
H -3.270436 -6.329484 -2.233133 0.1 -0.3 0.1 0.357
H -4.077729 -4.422173 -0.672170 0.0 -0.5 0.2 0.435
H -3.000715 -3.961702 -1.943612 0.1 0.1 0.1 0.080
H -2.492291 -4.272883 0.744730 0.5 0.2 0.2 0.253
C 2.966982 1.815335 4.542433 -0.6 -1.1 -0.2 -0.938
C 2.969936 2.415004 3.136201 0.5 1.1 0.2 0.115
O 4.135344 3.235569 2.946644 0.2 -0.2 -0.3 -0.535
H 3.583134 2.336563 5.269896 0.0 0.4 -0.2 0.362
H 3.322225 0.780368 4.519843 0.3 0.1 -0.1 0.302
H 1.950279 1.712155 4.933002 0.0 0.3 0.0 0.137
H 2.103279 3.050458 2.935971 -0.2 -0.3 0.2 0.332
H 3.021624 1.679377 2.335535 -0.1 -0.3 0.2 -0.123
H 3.939488 4.139206 3.200480 -0.1 0.0 0.1 0.300
C -4.900062 4.223691 1.185224 -0.1 -0.1 -1.0 -1.199
C -3.617333 3.673861 1.771593 -0.8 -0.3 0.2 0.001
O -2.612262 3.544556 0.778882 -0.3 -0.2 0.3 -0.544
H -4.827087 5.297668 1.009504 -0.2 0.0 0.2 0.276
H -5.790402 3.939474 1.745825 0.1 0.4 0.4 0.355
H -5.064105 3.768578 0.202071 0.2 0.0 0.0 0.321
H -3.871609 2.693227 2.191728 0.3 0.0 0.1 0.158
H -3.323040 4.316639 2.607238 0.4 0.0 -0.1 0.257
H -2.246661 2.655970 0.914931 0.5 0.4 0.0 0.263
C -4.424398 -1.207523 -2.440306 -0.2 -0.4 0.7 -0.147
O -4.913811 -0.535630 -1.282002 0.1 0.2 -0.3 -0.486
H -3.628360 -1.893290 -2.138249 0.2 0.1 -0.3 -0.176
H -5.240690 -1.831562 -2.801864 0.0 0.1 -0.2 0.273
H -4.091285 -0.526383 -3.222835 0.0 0.0 0.0 0.265
H -4.245052 0.107181 -1.026077 -0.1 0.0 0.1 0.294
```
Positions in Å, forces in eV/Å.

Output
ΔE to the lowest compared entry with this formula, charge and spin ... 154.5 kJ/mol
Orbital gap ... 0.3712 hartree
E_LUMO ... 0.013 hartree
SMILES ... CC(C)O.CC(C)O.CC(C)O.CC(C)O.CC(C)O.CCO.CCO.CCO.CO